(1)
This record from the OMol25 dataset describes a molecular structure, C29H30N5PPtS3. The level of theory is wB97M-V/def2-TZVPD.

CARTESIAN COORDINATES (ANGSTROEM)
Pt -0.24808 -0.54523 0.28983
C -3.18605 -0.13537 -4.72892
S -1.74684 0.95700 -4.78938
C -1.31041 1.17261 -3.11793
S 0.00116 2.29614 -2.87857
N -1.95293 0.58386 -2.18647
N -1.70395 0.67262 -0.86508
C -2.36634 1.47548 -0.12343
C -2.42107 1.21340 1.31514
C -3.02781 2.07644 2.20492
C -3.13904 1.69390 3.53449
C -2.67184 0.45121 3.92472
C -2.06498 -0.35890 2.97929
N -1.92815 0.02029 1.70733
H -3.91060 0.23786 -5.44946
H -2.88039 -1.14459 -4.99843
H -3.60307 -0.12396 -3.72520
H -2.98331 2.25641 -0.55994
H -3.40224 3.03285 1.85889
H -3.59677 2.36099 4.25480
H -2.77012 0.10379 4.94482
H -1.68810 -1.34233 3.23545
C 0.84252 -0.44937 6.68979
C 0.57105 0.79643 6.12973
C 0.71019 0.98633 4.76637
C 1.13288 -0.07154 3.95406
C 1.36163 -1.33130 4.51085
C 1.23643 -1.50893 5.88257
P 1.29121 0.23092 2.19351
C 2.24766 1.74807 2.01260
C 1.96998 2.61011 0.94972
C 2.69712 3.78129 0.79766
C 3.69411 4.09872 1.71332
C 3.96143 3.25246 2.78303
C 3.23635 2.08278 2.94525
C 2.14818 -1.20167 1.50122
C 3.38552 -1.71963 1.85805
C 3.81706 -2.88475 1.22814
C 2.99902 -3.53657 0.29571
C 1.76301 -3.01767 -0.05805
C 1.32539 -1.83311 0.54492
H 0.74958 -0.59364 7.75994
H 0.25497 1.61682 6.76495
H 0.50799 1.95996 4.32972
H 1.65009 -2.16647 3.88648
H 1.45022 -2.47535 6.32162
H 1.18278 2.36316 0.25121
H 2.47417 4.45876 -0.02058
H 4.26152 5.01355 1.59195
H 4.73112 3.51134 3.50006
H 3.43521 1.43120 3.78846
H 3.99692 -1.22793 2.60858
H 4.79128 -3.29983 1.46997
H 3.33681 -4.46479 -0.15249
H 1.14172 -3.55198 -0.76760
C 0.45905 -2.07568 -3.19168
N 1.88998 -1.82575 -3.01481
C 2.43021 -0.79186 -2.38682
S 1.54447 0.46699 -1.56859
N 3.75090 -0.68078 -2.37593
C 4.67098 -1.68355 -2.91023
H 0.02722 -1.38411 -3.91149
H -0.06092 -1.97264 -2.25333
H 0.33211 -3.09080 -3.56037
H 2.51125 -2.41118 -3.54832
H 4.12680 0.13896 -1.93238
H 4.64774 -1.71183 -4.00041
H 4.42818 -2.66905 -2.50880
H 5.67770 -1.42628 -2.60040

Output
**Gap between HOMO and LUMO (spin up / spin down)**: 7.29 / 4.97 eV
**Charge**: +2
**LUMO level (spin up / spin down)**: -5.83 / -8.73 eV
**Spin multiplicity**: 5
**Molecular weight**: 770.8 u

Atom charges from the Mulliken analysis, given in e for atoms 1 to 2: number 1, Pt, carries 1.578; number 2, C, carries -0.748

---

(2)
This record from the OMol25 dataset describes 8 unconnected molecules or ions with the total composition C29H31Br2F14IO23SSi. The level of theory is wB97M-V/def2-TZVPD.

CARTESIAN COORDINATES (ANGSTROEM)
C 4.56399 5.78781 4.51052
C 3.85143 6.29307 3.25208
C 2.48671 5.66435 3.01429
F 1.70974 5.84194 4.16520
Si 2.42629 3.78981 2.62345
I 2.12298 2.57946 4.72998
C 1.13625 3.34633 1.33302
C -0.16410 2.67577 1.80819
C -1.34972 3.53712 2.26168
F -2.41629 3.22226 1.45204
Br -1.08288 5.45293 2.12608
C -1.86533 3.24436 3.70444
F -3.09367 3.79538 3.83986
F -1.07721 3.79489 4.63277
Br -2.05034 1.34685 3.97107
S 4.35166 3.03127 1.74710
O 4.03792 2.18723 0.61969
O 5.28343 4.10450 1.50806
C 5.24546 1.87521 2.92494
F 6.37236 1.53829 2.29593
F 4.53545 0.76749 3.14938
F 5.55029 2.46663 4.07459
H 5.59440 6.13385 4.54077
H 4.06127 6.21528 5.37992
H 4.50420 4.70621 4.62933
H 4.48456 6.22439 2.36852
H 3.66365 7.36189 3.40497
H 2.00859 6.19936 2.18907
H 1.63030 2.61427 0.68471
H 0.95951 4.21113 0.69143
H -0.55013 2.10567 0.96592
H 0.09462 1.93214 2.55867
O -0.68734 -1.10628 1.58833
C -0.86720 -1.88936 2.45863
O -0.60415 -3.21252 2.38744
C -0.78759 -3.77688 3.69125
C -1.72242 -2.78257 4.34019
F -1.50616 -2.65428 5.66930
O -1.36622 -1.57176 3.68898
H 0.17651 -3.81222 4.20284
H -1.20569 -4.77555 3.62362
H -2.78197 -2.98013 4.16954
O -2.98052 2.77250 -4.43477
C -3.01369 2.06506 -3.48009
O -3.81745 0.98920 -3.34267
C -3.45416 0.31051 -2.12385
C -2.79549 1.42410 -1.34142
F -1.79043 0.96463 -0.55959
O -2.25037 2.23728 -2.37115
H -2.74910 -0.48420 -2.35713
H -4.32839 -0.11059 -1.63728
H -3.47137 2.02749 -0.73355
O -1.71764 -6.12848 2.09109
C -0.69716 -6.39737 1.53613
O -0.46702 -6.18741 0.22888
C 0.92029 -6.44894 -0.02896
C 1.29017 -7.35713 1.12515
F 2.55059 -7.14198 1.54141
O 0.38435 -6.93751 2.14135
H 1.47127 -5.51096 0.02242
H 1.05327 -6.90475 -1.00577
H 1.13605 -8.42210 0.94157
O 2.13097 4.58949 -8.27543
C 1.27262 4.44873 -7.47214
O 0.55705 3.31424 -7.28964
C -0.27429 3.48539 -6.13498
C -0.37695 4.99045 -6.04572
F -0.45983 5.43160 -4.76839
O 0.85474 5.41493 -6.60397
H 0.22815 3.07256 -5.25913
H -1.23099 2.99325 -6.26660
H -1.19701 5.42361 -6.62075
O -4.63650 -2.89748 -1.83137
C -4.79611 -3.68282 -0.96139
O -4.55014 -5.00860 -1.05878
C -4.70667 -5.59260 0.23830
C -5.61406 -4.59518 0.92234
F -5.36137 -4.49400 2.25155
O -5.26139 -3.38001 0.28858
H -3.73692 -5.65117 0.73261
H -5.13566 -6.58804 0.16143
H -6.68133 -4.77565 0.78220
O 4.19806 -4.88646 1.93308
C 3.88122 -3.88768 1.38398
O 4.63246 -2.76682 1.28877
C 3.98223 -1.85709 0.39134
C 2.54451 -2.32487 0.45052
F 1.90697 -2.17629 -0.72770
O 2.69038 -3.70942 0.73064
H 4.39178 -1.98313 -0.61155
H 4.12016 -0.83047 0.71621
H 1.94838 -1.86178 1.23962
O -1.41012 -2.05210 -3.19296
C -1.52383 -1.60755 -4.28512
O -2.53615 -1.88869 -5.13550
C -2.41785 -1.03214 -6.27512
C -0.94888 -0.67034 -6.24201
F -0.71872 0.58237 -6.69898
O -0.65507 -0.72464 -4.85773
H -3.04284 -0.14835 -6.13309
H -2.71840 -1.55506 -7.17853
H -0.29503 -1.36319 -6.77412

Output
**Gap between HOMO and LUMO**: 9.99 eV
**LUMO level**: -0.26 eV
**Molecular weight**: 1360.4 u

Atom charges from the Mulliken analysis, given in e for atoms 1 to 2: number 1, C, carries -1.006; number 2, C, carries -0.791

---

(3)
This record from the OMol25 dataset describes a molecular structure, C29H31Br3N5Y. The level of theory is wB97M-V/def2-TZVPD.

CARTESIAN COORDINATES (ANGSTROEM)
Y -0.17522 -0.12415 -0.16718
C -3.05185 1.41143 -1.27913
N -2.05761 0.36006 -1.58472
C -2.74577 -0.91016 -1.87341
C -1.15433 0.80626 -2.65064
C -1.32406 0.42393 -3.98131
C -0.48407 0.91731 -4.95935
C 0.52892 1.80878 -4.60768
C 0.71796 2.18898 -3.29489
C -0.11686 1.69831 -2.27959
N 0.08026 1.88367 -0.91777
C 0.86628 2.87705 -0.33266
C 0.95763 4.19479 -0.77462
C 1.70797 5.11667 -0.06087
C 2.36847 4.74328 1.10078
C 2.28429 3.43337 1.55178
C 1.53992 2.50823 0.83888
N 1.44919 1.09602 1.22702
C 1.44328 0.88579 2.68519
C 2.57575 0.34533 0.62569
H -3.70469 1.56923 -2.14063
H -3.65597 1.10555 -0.42498
H -2.53216 2.33937 -1.05141
H -3.47291 -0.81801 -2.68291
H -2.02068 -1.67680 -2.16371
H -3.27907 -1.23237 -0.97815
H -2.12403 -0.24775 -4.26158
H -0.62414 0.62269 -5.98959
H 1.18467 2.20451 -5.37199
H 1.52470 2.86046 -3.03399
H 0.42205 4.49988 -1.66435
H 1.76699 6.13867 -0.41015
H 2.94869 5.46585 1.65692
H 2.80805 3.15225 2.45603
H 2.40602 1.13348 3.13581
H 0.67006 1.50204 3.13893
H 1.23737 -0.16583 2.89631
H 3.53688 0.64973 1.04685
H 2.45508 -0.73007 0.81607
H 2.61277 0.53767 -0.45152
Br 1.71150 -7.63905 0.17612
C 0.99293 -5.94660 0.55558
C 0.19282 -5.31616 -0.38929
C -0.30963 -4.05499 -0.12297
C -0.03830 -3.44327 1.09438
C 0.75427 -4.07764 2.04074
C 1.27608 -5.33324 1.76789
N -0.57454 -2.13654 1.32859
C -1.24536 -1.93757 2.39621
C -1.80584 -0.60891 2.69179
C -2.52129 -0.38049 3.85071
C -3.02105 0.89677 4.08845
C -2.77831 1.89115 3.15973
C -2.05703 1.57730 2.01425
N -1.59032 0.35259 1.77174
H -0.03068 -5.81374 -1.32272
H -0.94595 -3.56185 -0.84897
H 0.98677 -3.58919 2.97962
H 1.90120 -5.83218 2.49533
H -1.42189 -2.73838 3.11445
H -2.67669 -1.18491 4.55721
H -3.58446 1.10779 4.98722
H -3.13703 2.89979 3.30778
H -1.83748 2.33247 1.26797
Br 1.23862 -1.56325 -2.51868
C 2.98016 -2.42327 -2.25911
Br 3.22679 -3.20373 -0.53793
H 3.71875 -1.64921 -2.42096
H 3.02616 -3.19924 -3.01260

Output
**Gap between HOMO and LUMO**: 5.87 eV
**Charge**: +2
**LUMO level**: -6.75 eV
**Molecular weight**: 778.2 u

Atom charges from the Mulliken analysis, given in e for atoms 1 to 2: number 1, Y, carries 0.120; number 2, C, carries -1.407